Record 1
A molecular structure, C6H12NO. Source: the OMol25 dataset; level of theory: wB97M-V/def2-TZVPD.

XYZ file:
```
20
Properties=species:S:1:pos:R:3
C 2.962 -0.619 -0.747
O 3.551 -1.479 0.074
C 1.521 0.084 -0.378
C 0.153 -0.541 -0.032
C -0.980 0.228 0.336
C -2.278 -0.466 0.908
N -2.638 -1.806 0.657
C -0.897 1.647 0.359
H 3.683 0.406 -0.950
H 2.641 -1.046 -1.755
H 1.482 0.813 -1.492
H 1.608 0.988 0.338
H 0.173 -1.236 0.895
H -0.263 -1.138 -0.843
H -1.987 -1.080 1.688
H -1.849 -2.348 0.587
H -3.003 0.290 0.936
H -1.031 2.005 -1.006
H -0.553 2.658 1.089
H -2.296 2.640 -0.665
```

The calculation puts the electronic energy at -9941.2028 eV. The HOMO energy comes out at -2.824 eV. Its energy above the lowest of the compared OMol25 structures with the same formula, charge and spin is 280.0 kcal per mole. Its charge is -1. The value obtained for the HOMO-LUMO gap is 4.6045 eV.

Record 2
2 unconnected molecules or ions with the total composition C6H12NO. Source: the OMol25 dataset; level of theory: wB97M-V/def2-TZVPD.

XYZ file:
```
20
Properties=species:S:1:pos:R:3
C -0.785 1.379 -0.834
C -1.751 1.048 -0.194
C 1.535 0.504 -0.139
C 2.129 1.654 0.538
C 0.711 -1.634 -0.264
C -3.527 -0.251 0.137
N 1.292 -0.549 0.516
O -2.497 0.541 0.716
H -0.207 2.082 -1.331
H 1.428 0.459 -1.155
H 1.467 2.420 0.316
H 3.143 1.793 0.326
H 2.077 1.441 1.530
H 1.087 -1.608 -1.220
H 0.876 -2.570 0.214
H -0.318 -1.494 -0.308
H -3.190 -0.631 -0.790
H -4.374 0.286 0.021
H -3.637 -0.957 0.882
H 1.327 -0.516 1.539
```

The calculation puts the electronic energy at -9939.0357 eV. The HOMO energy (spin up / spin down) comes out at -9.226 / -15.123 eV. Its energy above the lowest of the compared OMol25 structures with the same formula, charge and spin is 78.4 kcal per mole. Its charge is +1. The value obtained for the HOMO-LUMO gap (spin up / spin down) is 6.1156 / 7.3599 eV. The multiplicity is 3.

Record 3
2 unconnected molecules or ions with the total composition C6H12NO4P. Source: the OMol25 dataset; level of theory: wB97M-V/def2-TZVPD.

XYZ file:
```
24
Properties=species:S:1:pos:R:3
C 2.054 -1.228 0.155
C 2.232 -0.022 -0.488
C 1.719 -2.432 0.453
C 2.655 2.036 -1.248
C -2.039 -1.626 1.853
C -1.365 0.525 -1.513
N 2.126 0.746 -1.423
O 2.742 -0.222 0.848
O -2.263 2.020 0.583
O -1.723 -0.196 1.707
O -2.507 0.040 -0.814
P -2.900 0.490 0.668
H 1.072 -2.985 -0.314
H -2.431 2.463 1.483
H 1.993 -3.027 1.402
H 3.697 1.971 -1.252
H 2.156 2.553 -0.447
H 2.243 2.534 -2.152
H -2.794 -2.020 1.062
H -2.464 -1.743 2.894
H -0.994 -1.976 1.650
H -1.681 0.644 -2.605
H -0.444 -0.021 -1.408
H -1.084 1.476 -1.095
```

The calculation puts the electronic energy at -25377.2242 eV. The HOMO energy (spin up / spin down) comes out at -5.412 / -9.174 eV. Its energy above the lowest of the compared OMol25 structures with the same formula, charge and spin is 110.7 kcal per mole. The value obtained for the HOMO-LUMO gap (spin up / spin down) is 6.0595 / 5.4513 eV. The multiplicity is 3.

Record 4
2 unconnected molecules or ions with the total composition C6H12NO9P2S. Source: the OMol25 dataset; level of theory: wB97M-V/def2-TZVPD.

XYZ file:
```
31
Properties=species:S:1:pos:R:3
C 0.069 -2.445 0.705
C 0.749 -2.398 -0.638
N 1.460 -3.403 -0.913
C 0.665 -1.300 -1.712
C 0.009 0.082 -1.433
O -1.375 0.233 -1.730
C -2.246 -0.652 -1.205
O -2.252 -1.823 -1.351
P -3.691 0.137 -0.216
O -4.131 -1.028 0.872
O -4.878 0.151 -1.410
P 0.497 0.896 0.180
O 0.830 2.449 -0.147
O 1.903 0.240 0.586
S -0.865 0.872 1.535
H 0.616 -1.787 1.390
H -0.965 -2.111 0.722
H 0.177 -3.447 1.117
H 1.869 -3.284 -1.843
H 1.685 -1.093 -2.050
H 0.153 -1.714 -2.587
H 0.502 0.744 -2.158
H -4.733 -0.591 1.488
H -5.568 -0.499 -1.210
H 1.477 2.509 -0.869
H 2.344 0.911 1.161
C 3.241 3.623 1.933
O 3.076 2.402 2.221
O 3.112 4.450 3.053
O 3.489 4.158 0.856
H 2.930 3.735 3.679
```

The calculation puts the electronic energy at -55751.7597 eV. The HOMO energy comes out at -5.212 eV. Its energy above the lowest of the compared OMol25 structures with the same formula, charge and spin is 28.6 kcal per mole. Its charge is -1. The value obtained for the HOMO-LUMO gap is 7.5357 eV.

Record 5
A gas-phase ion, C6H12NOS (charge +1). Source: the OMol25 dataset; level of theory: wB97M-V/def2-TZVPD.

XYZ file:
```
21
Properties=species:S:1:pos:R:3
C 1.054 -1.267 -0.007
C 1.336 0.024 0.325
C -1.513 -0.611 -0.189
C 0.859 0.954 1.391
C -2.893 -0.324 0.260
C -1.098 0.009 -1.462
N 2.724 0.355 -0.148
O 1.658 -2.032 -0.732
S -0.655 -1.720 0.691
H 1.460 0.854 2.302
H -0.177 0.770 1.659
H 0.939 1.989 1.048
H -3.139 0.729 0.127
H -3.059 -0.618 1.293
H -3.594 -0.884 -0.364
H -0.246 -0.488 -1.918
H -0.854 1.061 -1.312
H -1.943 -0.014 -2.151
H 3.359 0.570 0.632
H 2.735 1.145 -0.804
H 3.049 -0.501 -0.640
```

The calculation puts the electronic energy at -20781.0944 eV. The HOMO energy comes out at -12.085 eV. Its energy above the lowest of the compared OMol25 structures with the same formula, charge and spin is 31.8 kcal per mole. Its charge is +1. The value obtained for the HOMO-LUMO gap is 7.0685 eV.

Record 6
C6H12NP in the gas phase. Source: the OMol25 dataset; level of theory: wB97M-V/def2-TZVPD.

XYZ file:
```
20
Properties=species:S:1:pos:R:3
H 0.534 -1.539 3.791
N 0.140 -1.596 2.728
C 0.711 -2.350 1.915
P 0.093 -2.184 0.298
C 1.567 -1.799 -0.603
C -0.010 -0.430 0.374
C -0.644 0.365 -0.635
C -1.982 0.847 -0.036
C 0.267 1.522 -1.180
H 1.565 -3.115 2.153
H 1.424 -1.932 -1.651
H 2.488 -1.388 -0.133
H 0.460 -0.150 1.279
H -0.854 -0.271 -1.630
H -1.741 1.470 0.799
H -2.457 -0.071 0.322
H -2.570 1.440 -0.726
H 1.164 1.042 -1.809
H 0.554 2.190 -0.444
H -0.360 1.909 -1.916
```

The calculation puts the electronic energy at -17190.4346 eV. The HOMO energy (spin up / spin down) comes out at -7.590 / -7.589 eV. Its energy above the lowest of the compared OMol25 structures with the same formula, charge and spin is 74.5 kcal per mole. The value obtained for the HOMO-LUMO gap (spin up / spin down) is 7.9889 / 7.9870 eV.

Record 7
2 unconnected molecules or ions with the total composition C6H12NP. Source: the OMol25 dataset; level of theory: wB97M-V/def2-TZVPD.

XYZ file:
```
20
Properties=species:S:1:pos:R:3
C 0.781 -2.353 0.755
N 0.236 -2.128 -0.355
C -0.532 -1.106 -0.858
C -1.419 -0.394 -0.088
C -2.572 0.386 -0.698
H 1.354 -3.126 1.001
H 0.844 -1.640 1.573
H -0.634 -1.186 -1.895
H -1.272 -0.374 0.982
H -2.962 -0.236 -1.493
H -3.421 0.316 -0.029
H -2.621 1.528 -0.795
C 1.362 0.513 -1.042
P 2.448 0.509 0.239
C 1.649 1.766 1.287
H 1.766 0.123 -2.046
H 0.487 1.149 -1.118
H 1.758 1.538 2.364
H 2.158 2.685 1.063
H 0.588 2.028 1.150
```

The calculation puts the electronic energy at -17191.1348 eV. The HOMO energy (spin up / spin down) comes out at -8.253 / -8.254 eV. Its energy above the lowest of the compared OMol25 structures with the same formula, charge and spin is 58.3 kcal per mole. The value obtained for the HOMO-LUMO gap (spin up / spin down) is 8.2426 / 8.2427 eV.

Record 8
2 unconnected molecules or ions with the total composition C6H12O. Source: the OMol25 dataset; level of theory: wB97M-V/def2-TZVPD.

XYZ file:
```
19
Properties=species:S:1:pos:R:3
C 0.554 1.357 2.123
C 0.072 1.249 0.757
C 0.017 -0.153 0.172
C -0.504 -0.222 -1.280
C -0.742 -1.658 -1.759
C 1.452 -0.679 0.235
O 1.757 -1.809 0.544
H -0.806 1.631 1.531
H 0.324 0.562 2.829
H 0.862 2.323 2.515
H -1.469 1.635 0.466
H 0.411 2.040 0.088
H -0.596 -0.793 0.820
H 0.217 0.284 -1.942
H -1.437 0.358 -1.332
H -1.102 -1.669 -2.795
H -1.494 -2.157 -1.133
H 0.177 -2.257 -1.711
H 2.218 0.062 -0.101
```

The calculation puts the electronic energy at -8458.6656 eV. The HOMO energy comes out at -7.604 eV. Its energy above the lowest of the compared OMol25 structures with the same formula, charge and spin is 131.2 kcal per mole. The value obtained for the HOMO-LUMO gap is 8.2350 eV.

Record 9
2 unconnected molecules or ions with the total composition C6H12O. Source: the OMol25 dataset; level of theory: wB97M-V/def2-TZVPD.

XYZ file:
```
19
Properties=species:S:1:pos:R:3
C 2.182 -1.052 -0.574
C 1.177 -0.260 0.230
O 1.378 0.014 1.396
C -0.097 0.111 -0.492
C -1.137 0.960 0.263
C -2.203 -0.131 0.018
C -1.111 -1.075 -0.535
H 2.785 -0.354 -1.166
H 1.693 -1.737 -1.274
H 2.846 -1.605 0.093
H 0.135 0.483 -1.496
H -0.868 1.082 1.315
H -1.343 1.946 -0.161
H -2.947 0.142 -0.735
H -2.731 -0.482 0.907
H -1.294 -1.509 -1.521
H -0.843 -1.883 0.154
H 1.215 2.304 1.807
H 1.162 3.046 1.771
```

The calculation puts the electronic energy at -8462.5472 eV. The HOMO energy comes out at -9.576 eV. Its energy above the lowest of the compared OMol25 structures with the same formula, charge and spin is 41.7 kcal per mole. The value obtained for the HOMO-LUMO gap is 10.6094 eV.

Record 10
C6H12O in the gas phase. Source: the OMol25 dataset; level of theory: wB97M-V/def2-TZVPD.

XYZ file:
```
19
Properties=species:S:1:pos:R:3
C 2.397 -0.939 -0.592
C 1.073 -0.337 -1.041
C 0.183 -0.028 0.179
C -0.714 -1.242 0.703
O -0.850 -1.768 1.780
C -0.988 0.863 -0.198
C -1.976 1.289 0.902
H 2.965 -1.345 -1.433
H 3.022 -0.191 -0.090
H 2.204 -1.748 0.118
H 1.271 0.509 -1.731
H 0.501 -1.060 -1.633
H 0.735 0.446 1.010
H -1.562 -1.076 -0.039
H -1.421 0.746 -1.201
H -0.174 1.603 -0.306
H -3.017 1.342 0.562
H -1.683 2.292 1.217
H -1.964 0.645 1.792
```

The calculation puts the electronic energy at -8462.2685 eV. The HOMO energy comes out at -9.396 eV. Its energy above the lowest of the compared OMol25 structures with the same formula, charge and spin is 48.1 kcal per mole. The value obtained for the HOMO-LUMO gap is 10.4389 eV.

Record 11
C6H12O in the gas phase. Source: the OMol25 dataset; level of theory: wB97M-V/def2-TZVPD.

XYZ file:
```
19
Properties=species:S:1:pos:R:3
C -2.058 0.674 -0.068
C -1.062 -0.327 0.529
C -0.473 -1.266 -0.538
O 0.839 -1.564 -0.114
C 1.386 -0.346 0.382
C 1.975 0.481 -0.763
C 0.213 0.345 1.111
H -2.607 0.274 -0.928
H -1.503 1.543 -0.428
H -2.791 1.029 0.662
H -1.528 -0.942 1.311
H -1.012 -2.212 -0.657
H -0.468 -0.759 -1.517
H 2.187 -0.624 1.076
H 2.672 -0.140 -1.336
H 2.514 1.359 -0.389
H 1.201 0.840 -1.453
H 0.230 1.426 0.926
H 0.285 0.210 2.194
```

The calculation puts the electronic energy at -8463.8936 eV. The HOMO energy comes out at -9.658 eV. Its energy above the lowest of the compared OMol25 structures with the same formula, charge and spin is 10.6 kcal per mole. The value obtained for the HOMO-LUMO gap is 10.7402 eV.

Record 12
C6H12O in the gas phase. Source: the OMol25 dataset; level of theory: wB97M-V/def2-TZVPD.

XYZ file:
```
19
Properties=species:S:1:pos:R:3
C 3.074 0.544 0.286
C 2.020 -0.388 -0.279
O 0.771 0.040 0.205
C -0.324 -0.658 -0.341
C -1.539 -0.314 0.472
C -2.894 -0.226 -0.169
C -2.188 1.023 0.276
H 4.075 0.260 -0.053
H 2.872 1.571 -0.031
H 3.052 0.516 1.380
H 2.210 -1.431 0.029
H 2.037 -0.368 -1.382
H -0.475 -0.374 -1.399
H -0.136 -1.745 -0.320
H -1.504 -0.691 1.492
H -2.973 -0.413 -1.237
H -3.751 -0.566 0.406
H -1.768 1.672 -0.488
H -2.558 1.546 1.153
```

The calculation puts the electronic energy at -8462.8914 eV. The HOMO energy comes out at -9.738 eV. Its energy above the lowest of the compared OMol25 structures with the same formula, charge and spin is 33.7 kcal per mole. The value obtained for the HOMO-LUMO gap is 10.9421 eV.